{
  "formula": "C46H39ClN5O2P2Ti",
  "method": "wB97M-V/def2-TZVPD",
  "homo_energy_ha": [-0.2759, -0.2818],
  "orbital_gap_ha": [0.183, 0.188],
  "total_energy_ha": -4192.92665,
  "total_charge": 1,
  "de_lowest_kj_mol": 79.3,
  "elements": ["Ti", "N", "C", "N", "C", "N", "N", "C", "C", "C", "C", "C", "C", "N", "C", "C", "C", "C", "C", "C", "H", "H", "H", "H", "H", "H", "H", "H", "H", "H", "H", "O", "P", "C", "P", "O", "C", "C", "C", "C", "C", "C", "C", "C", "C", "C", "C", "C", "C", "C", "C", "C", "C", "C", "C", "C", "C", "C", "C", "C", "H", "H", "H", "H", "H", "H", "H", "H", "H", "H", "H", "H", "H", "H", "H", "H", "H", "H", "H", "H", "H", "H", "Cl", "C", "C", "C", "C", "C", "C", "C", "H", "H", "H", "H", "H", "H"],
  "coordinates": [[0.041, 0.624, 0.721], [-3.227, 1.708, 3.393], [-2.144, 1.805, 2.624], [-1.533, 0.805, 2.081], [-1.908, -0.518, 2.529], [-1.078, -1.480, 2.392], [0.039, -1.073, 1.710], [1.111, -1.881, 1.532], [2.030, -1.445, 0.558], [3.219, -2.145, 0.243], [4.023, -1.692, -0.756], [3.675, -0.515, -1.456], [2.539, 0.148, -1.091], [1.702, -0.284, -0.117], [-3.217, -0.680, 3.166], [-3.825, -1.919, 3.346], [-5.059, -2.005, 3.965], [-5.703, -0.849, 4.402], [-5.114, 0.391, 4.219], [-3.875, 0.460, 3.604], [-3.634, 2.550, 3.765], [-1.776, 2.811, 2.433], [1.223, -2.809, 2.076], [3.468, -3.035, 0.807], [4.934, -2.221, -1.002], [4.304, -0.113, -2.237], [2.268, 1.087, -1.561], [-3.305, -2.803, 3.003], [-5.523, -2.970, 4.111], [-6.667, -0.916, 4.887], [-5.607, 1.294, 4.562], [-1.166, -0.767, -0.694], [-2.360, -0.488, -1.568], [-3.203, 1.023, -0.999], [-2.118, 2.453, -1.024], [-0.715, 2.058, -0.578], [-2.085, 3.093, -2.686], [-0.875, 3.166, -3.369], [-0.851, 3.678, -4.660], [-2.024, 4.111, -5.259], [-3.232, 4.045, -4.572], [-3.263, 3.542, -3.282], [-2.854, 3.720, -0.006], [-2.077, 4.833, 0.322], [-2.620, 5.844, 1.100], [-3.939, 5.752, 1.537], [-4.714, 4.652, 1.204], [-4.168, 3.629, 0.435], [-3.589, -1.772, -1.449], [-3.193, -2.949, -0.814], [-4.094, -3.998, -0.687], [-5.381, -3.873, -1.187], [-5.783, -2.697, -1.811], [-4.889, -1.645, -1.941], [-1.860, -0.240, -3.258], [-0.505, -0.413, -3.536], [-0.045, -0.250, -4.838], [-0.932, 0.090, -5.847], [-2.285, 0.265, -5.571], [-2.752, 0.092, -4.280], [-3.481, 0.797, 0.036], [-4.106, 1.221, -1.581], [0.036, 2.820, -2.897], [0.086, 3.735, -5.198], [-2.000, 4.510, -6.266], [-4.143, 4.397, -5.039], [-4.206, 3.517, -2.743], [-1.051, 4.908, -0.020], [-2.020, 6.705, 1.361], [-4.363, 6.547, 2.138], [-5.742, 4.588, 1.537], [-4.774, 2.763, 0.193], [-2.190, -3.030, -0.414], [-3.788, -4.912, -0.196], [-6.080, -4.693, -1.086], [-6.790, -2.601, -2.194], [-5.219, -0.733, -2.426], [0.175, -0.684, -2.738], [1.005, -0.392, -5.057], [-0.572, 0.216, -6.861], [-2.974, 0.527, -6.363], [-3.809, 0.226, -4.076], [4.195, 0.754, 2.366], [3.694, 2.069, 1.328], [4.680, 2.667, 0.558], [4.360, 3.704, -0.304], [3.041, 4.134, -0.372], [2.073, 3.518, 0.408], [2.354, 2.459, 1.284], [1.251, 1.815, 2.051], [5.699, 2.313, 0.646], [5.132, 4.173, -0.898], [2.768, 4.951, -1.029], [1.046, 3.863, 0.348], [0.629, 2.606, 2.489], [1.639, 1.208, 2.868]]
}